1.
Here is 10 unconnected molecules or ions with the total composition C36H66F21N3O19 from OMol25. Energies are from wB97M-V/def2-TZVPD.

Last column: Mulliken charge in e.
Positions of all 145 atoms, in Å:
C1 1.63 -5.92 -3.29  -1.515
C2 0.25 -5.26 -3.29  0.755
C3 -0.79 -5.99 -2.36  -1.087
O1 -2.00 -5.28 -2.27  -0.352
C4 -2.23 -4.69 -0.99  -0.218
N1 0.40 -3.81 -2.89  1.157
H1 0.74 -3.61 -1.94  0.324
H2 0.97 -3.25 -3.54  0.054
H3 -0.52 -3.38 -2.83  -0.485
H4 2.15 -5.61 -4.20  0.301
H5 1.56 -7.01 -3.34  0.440
H6 2.28 -5.64 -2.47  0.311
H7 -0.31 -5.26 -4.22  0.470
H8 -0.43 -6.35 -1.40  0.412
H9 -1.01 -6.87 -2.97  0.440
H10 -2.36 -5.45 -0.21  0.298
H11 -3.11 -4.06 -0.92  -0.061
H12 -1.40 -4.07 -0.63  0.075
C5 -1.25 -0.61 1.11  -1.124
C6 -0.56 0.49 0.25  0.319
C7 0.36 1.51 0.99  -1.103
O2 1.11 2.27 0.05  -0.376
C8 1.98 3.23 0.66  -0.612
N2 0.21 -0.28 -0.83  1.267
H13 1.04 -0.77 -0.46  0.070
H14 -0.38 -0.87 -1.43  -0.686
H15 0.63 0.30 -1.56  0.378
H16 -2.27 -0.28 1.32  0.525
H17 -0.75 -0.75 2.07  0.355
H18 -1.34 -1.59 0.65  -0.067
H19 -1.23 1.03 -0.43  0.516
H20 0.88 0.87 1.71  0.400
H21 -0.28 2.12 1.63  0.547
H22 2.46 3.93 -0.03  0.136
H23 2.76 2.77 1.26  0.198
H24 1.35 3.92 1.23  0.381
N3 2.33 -2.59 0.59  0.846
O3 1.53 -2.91 -0.30  -0.709
O4 2.68 -3.43 1.46  -0.708
O5 2.76 -1.42 0.60  -0.655
C9 -8.89 -1.89 -0.63  -0.205
O6 -7.60 -2.14 -0.04  -0.157
O7 -9.70 -2.88 -0.18  -0.956
C10 -9.37 -0.43 -0.34  0.727
F1 -9.48 -0.17 0.97  -0.283
F2 -8.47 0.50 -0.79  -0.289
F3 -10.54 -0.14 -0.96  -0.297
C11 -6.38 -1.60 -0.60  -0.353
C12 -5.25 -2.20 0.24  -0.656
H25 -5.22 -3.27 0.04  0.155
H26 -4.27 -1.81 -0.06  0.081
H27 -5.26 -2.12 1.33  0.602
H28 -6.31 -0.51 -0.65  0.296
H29 -6.24 -1.96 -1.63  0.153
H30 -8.78 -1.92 -1.73  0.192
C13 -0.47 0.94 6.42  -0.061
O8 -0.32 2.23 7.04  -0.278
O9 -1.18 0.21 7.30  -0.925
C14 -1.06 1.19 4.98  0.686
F4 -1.66 0.11 4.43  -0.219
F5 -2.03 2.14 5.02  -0.325
F6 -0.09 1.50 4.10  -0.112
C15 0.65 3.17 6.63  0.220
C16 0.34 4.50 7.24  -1.421
H31 0.22 4.39 8.33  0.313
H32 1.12 5.25 7.10  0.397
H33 -0.65 4.84 6.93  0.306
H34 0.80 3.44 5.58  0.112
H35 1.63 2.78 6.95  0.214
H36 0.52 0.50 6.20  0.129
C17 -2.86 -1.55 -3.20  -0.112
O10 -2.72 -2.13 -4.51  -0.504
O11 -1.80 -1.93 -2.41  -0.218
C18 -3.26 -0.06 -3.03  0.556
F7 -4.29 0.16 -3.91  -0.353
F8 -3.75 0.28 -1.84  -0.224
F9 -2.26 0.75 -3.36  -0.251
C19 -1.91 -1.39 -5.40  0.555
C20 -2.10 -1.97 -6.83  -1.608
H37 -1.59 -1.33 -7.55  0.430
H38 -1.56 -2.91 -6.93  0.295
H39 -3.16 -2.06 -7.08  0.396
H40 -0.82 -1.41 -5.29  -0.157
H41 -2.22 -0.35 -5.54  0.183
H42 -3.73 -2.13 -2.89  -0.195
C21 -4.00 -4.18 3.46  0.794
O12 -4.33 -5.60 3.48  -0.368
O13 -4.84 -3.58 4.35  -0.952
C22 -2.48 -3.82 3.65  0.843
F10 -1.99 -4.10 4.87  -0.334
F11 -1.74 -4.43 2.70  -0.271
F12 -2.29 -2.49 3.52  -0.178
C23 -3.99 -6.38 2.33  0.391
C24 -4.73 -7.69 2.51  -1.449
H43 -4.45 -8.12 3.47  0.308
H44 -5.81 -7.55 2.47  0.316
H45 -4.44 -8.38 1.71  0.400
H46 -2.90 -6.52 2.36  0.192
H47 -4.30 -5.79 1.46  0.007
H48 -4.34 -3.75 2.50  -0.611
C25 2.60 -1.36 -5.02  -0.221
O14 4.01 -1.12 -5.21  -0.248
O15 2.46 -2.62 -4.51  -0.994
C26 2.06 -0.03 -4.36  0.767
F13 0.73 -0.18 -4.09  -0.252
F14 2.63 0.12 -3.15  -0.284
F15 2.22 1.09 -5.05  -0.329
C27 4.45 -0.69 -6.47  -0.018
C28 5.96 -0.64 -6.32  -1.338
H49 6.41 -1.59 -6.06  0.292
H50 6.42 -0.26 -7.24  0.405
H51 6.26 0.07 -5.55  0.319
H52 4.11 0.30 -6.79  0.207
H53 4.20 -1.43 -7.24  0.299
H54 2.10 -1.43 -6.00  0.202
C29 6.80 4.43 2.40  0.100
O16 5.81 3.42 2.69  -0.117
O17 7.91 4.25 3.17  -0.991
C30 6.91 4.50 0.85  0.713
F16 7.32 3.35 0.31  -0.299
F17 5.71 4.80 0.27  -0.188
F18 7.74 5.47 0.40  -0.317
C31 5.07 3.65 3.88  -0.216
C32 4.10 2.47 4.11  -0.703
H55 3.41 2.25 3.29  -0.009
H56 4.69 1.57 4.30  0.339
H57 3.48 2.64 4.99  0.222
H58 4.53 4.59 3.87  0.215
H59 5.73 3.56 4.75  0.268
H60 6.42 5.45 2.60  0.037
C33 3.85 9.60 1.29  -0.118
O18 3.50 8.74 0.19  -0.279
O19 3.54 10.87 0.97  -0.961
C34 3.17 9.09 2.59  0.720
F19 3.61 9.75 3.69  -0.313
F20 1.85 9.37 2.53  -0.299
F21 3.29 7.77 2.84  -0.212
C35 4.31 7.57 -0.01  0.236
C36 3.80 6.89 -1.27  -1.375
H61 2.74 6.63 -1.18  0.310
H62 3.99 7.45 -2.19  0.323
H63 4.24 5.89 -1.38  0.393
H64 4.32 6.85 0.81  0.134
H65 5.36 7.79 -0.22  0.220
H66 4.94 9.49 1.47  0.214

The charge is -6. The calculation puts the orbital gap at 4.1 eV. As for the HOMO energy: 4.267 eV.

2.
Here is 4 unconnected molecules or ions with the total composition C36H66N3O6Si from OMol25. Energies are from wB97M-V/def2-TZVPD.

Last column: Löwdin spin population.
Positions of all 112 atoms, in Å:
C1 -1.24 -0.46 5.12  0.000
C2 -2.05 0.45 6.12  0.000
O1 -3.22 1.03 5.52  0.000
Si1 -3.47 2.54 6.29  0.000
O2 -4.82 3.39 5.70  0.000
C3 -6.03 2.92 6.26  0.000
O3 -6.82 3.65 6.77  0.000
C4 -6.25 1.38 6.10  0.000
C5 -6.38 0.92 4.70  0.000
C6 -6.53 -0.51 4.52  0.000
C7 -6.55 -1.44 5.65  0.000
C8 -6.45 -0.96 7.02  0.000
C9 -6.29 0.47 7.23  0.000
H1 -1.68 -0.54 4.10  0.000
H2 -1.11 -1.49 5.57  0.000
H3 -0.20 -0.05 5.00  0.000
H4 -1.34 1.26 6.47  0.000
H5 -2.30 -0.18 7.02  0.000
H6 -3.44 2.36 7.74  0.000
H7 -2.29 3.36 5.94  0.000
H8 -6.34 1.64 3.85  0.000
H9 -6.60 -0.90 3.48  0.000
H10 -6.64 -2.53 5.40  0.000
H11 -6.47 -1.66 7.88  0.000
H12 -6.18 0.89 8.25  0.000
C10 -3.05 -1.19 -0.72  0.004
C11 -3.83 -1.54 0.58  0.025
C12 -2.87 -2.07 1.66  0.014
C13 -2.45 -3.52 1.50  0.001
C14 -3.66 -4.42 1.26  0.014
C15 -4.51 -3.94 0.08  0.026
N1 -4.92 -2.51 0.23  0.343
O4 -5.85 -2.45 1.18  0.567
C16 -3.73 -4.15 -1.23  0.001
C17 -5.73 -4.86 -0.07  -0.001
C18 -4.38 -0.19 1.08  -0.001
H13 -3.61 -1.45 -1.62  0.002
H14 -2.86 -0.12 -0.80  0.000
H15 -2.08 -1.68 -0.76  0.001
H16 -3.35 -1.97 2.64  0.002
H17 -1.98 -1.44 1.70  0.001
H18 -1.73 -3.61 0.68  0.000
H19 -1.92 -3.85 2.40  0.001
H20 -3.31 -5.44 1.08  0.001
H21 -4.26 -4.46 2.17  0.003
H22 -4.30 -3.79 -2.09  0.001
H23 -3.53 -5.21 -1.39  0.000
H24 -2.75 -3.67 -1.25  0.000
H25 -6.34 -4.91 0.84  -0.001
H26 -5.41 -5.89 -0.29  0.000
H27 -6.37 -4.54 -0.89  0.000
H28 -5.10 0.24 0.37  0.000
H29 -3.56 0.53 1.20  0.000
H30 -4.86 -0.27 2.06  -0.001
C19 3.17 -0.50 -2.01  0.003
C20 2.39 -0.86 -0.71  0.025
C21 3.35 -1.38 0.37  0.014
C22 3.79 -2.83 0.20  0.001
C23 2.59 -3.74 -0.04  0.014
C24 1.72 -3.26 -1.21  0.026
N2 1.31 -1.83 -1.06  0.344
O5 0.39 -1.77 -0.12  0.563
C25 2.51 -3.46 -2.53  0.001
C26 0.51 -4.19 -1.37  0.000
C27 1.84 0.49 -0.21  -0.001
H31 2.61 -0.76 -2.91  0.002
H32 3.35 0.58 -2.09  0.000
H33 4.15 -0.98 -2.05  0.000
H34 2.87 -1.29 1.35  0.002
H35 4.24 -0.74 0.41  0.001
H36 4.51 -2.92 -0.61  0.000
H37 4.31 -3.16 1.10  0.001
H38 2.93 -4.76 -0.22  0.001
H39 1.99 -3.78 0.88  0.003
H40 1.94 -3.10 -3.39  0.001
H41 2.71 -4.52 -2.69  0.000
H42 3.48 -2.97 -2.54  0.000
H43 -0.10 -4.24 -0.46  -0.001
H44 0.83 -5.21 -1.58  0.000
H45 -0.13 -3.86 -2.19  0.000
H46 1.12 0.92 -0.91  0.000
H47 2.65 1.21 -0.09  0.000
H48 1.36 0.41 0.77  0.000
C28 7.31 4.15 -5.40  0.002
C29 5.80 3.90 -5.69  0.024
C30 5.14 5.19 -6.22  0.014
C31 4.79 6.22 -5.15  0.001
C32 4.04 5.58 -3.99  0.014
C33 4.80 4.38 -3.41  0.026
N3 5.16 3.38 -4.45  0.337
O6 4.05 2.74 -4.80  0.574
C34 6.06 4.89 -2.68  0.001
C35 3.96 3.75 -2.28  -0.001
C36 5.79 2.89 -6.85  -0.001
H49 7.64 3.62 -4.51  0.002
H50 7.94 3.77 -6.21  0.000
H51 7.55 5.21 -5.28  0.000
H52 4.21 4.93 -6.74  0.002
H53 5.78 5.66 -6.97  0.001
H54 5.69 6.72 -4.79  0.000
H55 4.17 7.01 -5.59  0.001
H56 3.86 6.32 -3.21  0.001
H57 3.05 5.26 -4.34  0.003
H58 6.65 4.06 -2.28  0.001
H59 5.79 5.54 -1.84  0.000
H60 6.72 5.49 -3.31  0.000
H61 2.97 3.43 -2.61  -0.001
H62 3.80 4.47 -1.47  0.000
H63 4.47 2.88 -1.85  0.000
H64 6.22 1.93 -6.54  0.000
H65 6.38 3.26 -7.69  0.000
H66 4.79 2.71 -7.24  -0.001

The charge is 0. The calculation puts the orbital gap (alpha / beta) at 9.2 / 9.0 eV. As for the HOMO energy (alpha / beta): -8.621 / -9.178 eV. Its multiplicity is 4.

3.
Here is 3 unconnected molecules or ions with the total composition C36H67BrClF3N4O11P3S2 from OMol25. Energies are from wB97M-V/def2-TZVPD.

Last column: Mulliken charge in e.
Positions of all 128 atoms, in Å:
C1 -5.52 -0.60 -1.01  -1.064
C2 -5.01 0.32 0.18  -0.255
S1 -3.54 1.20 -0.46  -0.143
C3 -2.36 1.46 0.94  0.688
N1 -1.23 0.45 0.88  1.068
Cl1 -1.59 -0.99 0.01  -0.011
C4 -0.06 0.58 1.44  -2.929
N2 0.99 -0.31 1.38  1.588
C5 1.51 -0.74 0.10  -0.492
P1 1.67 -2.62 -0.05  0.908
O1 2.10 -2.86 -1.46  -0.798
O2 0.25 -3.41 0.19  -0.361
O3 2.83 -3.22 0.94  -0.512
C6 1.76 -0.50 2.63  -1.098
C7 3.22 -0.02 2.37  -1.400
Br1 4.66 -0.43 3.68  -0.009
C8 3.43 1.40 1.70  0.949
C9 4.77 1.29 0.84  -1.509
C10 0.89 -0.07 3.91  2.094
P2 1.92 -0.07 5.47  0.022
O4 1.26 0.07 6.81  -0.745
C11 -0.19 -1.21 4.17  -0.962
C12 -0.91 -1.39 5.38  0.212
C13 -1.88 -2.45 5.63  -1.200
C14 -1.97 -3.26 4.45  -0.740
C15 -1.27 -3.00 3.25  -0.297
N3 -0.40 -2.01 3.10  0.155
C16 0.21 1.39 3.71  0.504
C17 -1.38 1.39 4.07  -1.602
C18 -1.78 1.69 5.56  -1.332
C19 -3.22 1.06 5.85  -1.007
C20 -4.29 2.00 5.23  -0.175
O5 -4.42 3.26 5.88  -0.563
P3 0.82 2.77 4.84  -0.224
S2 2.51 3.63 4.48  -0.294
N4 0.18 1.71 2.27  1.269
C21 0.51 2.97 1.69  -0.440
C22 -0.42 4.24 1.97  -0.197
C23 -0.30 5.11 0.70  -0.204
F1 -1.14 4.88 -0.36  -0.298
C24 0.64 6.12 0.68  0.253
F2 1.69 6.13 -0.16  -0.148
F3 0.47 7.14 1.53  -0.220
H1 -5.30 -0.08 -1.97  0.327
H2 -4.96 -1.56 -1.04  0.255
H3 -6.62 -0.75 -0.96  0.351
H4 -4.84 -0.26 1.11  0.271
H5 -5.82 1.07 0.32  0.389
H6 -1.92 2.46 0.74  -0.502
H7 -2.97 1.39 1.85  -0.260
H8 0.86 -0.41 -0.74  0.761
H9 2.52 -0.37 -0.20  0.166
H10 -0.01 -3.71 -0.71  0.228
H11 2.64 -4.15 1.17  0.325
H12 1.93 -1.60 2.80  1.119
H13 3.63 -0.70 1.58  0.546
H14 2.64 1.60 0.94  -0.477
H15 3.63 2.21 2.42  0.079
H16 5.68 1.47 1.45  0.397
H17 4.72 2.16 0.12  0.448
H18 4.80 0.38 0.20  0.329
H19 2.62 -1.32 5.45  0.191
H20 2.92 0.95 5.40  0.283
H21 -0.79 -0.70 6.24  0.642
H22 -2.42 -2.59 6.57  0.530
H23 -2.65 -4.13 4.49  0.354
H24 -1.44 -3.67 2.38  0.350
H25 -1.75 2.30 3.53  1.034
H26 -1.94 0.57 3.58  0.450
H27 -1.10 1.32 6.35  0.315
H28 -1.92 2.79 5.71  0.998
H29 -3.36 1.11 6.96  0.359
H30 -3.29 0.02 5.47  0.282
H31 -4.03 2.21 4.15  -0.026
H32 -5.30 1.51 5.25  0.358
H33 -3.85 3.32 6.67  0.360
H34 -0.19 3.79 4.71  0.093
H35 0.77 2.45 6.22  0.335
H36 0.45 2.86 0.57  -0.104
H37 1.55 3.37 1.83  0.334
H38 -1.50 3.99 2.06  0.236
H39 -0.04 4.88 2.80  0.507
C25 4.08 3.33 -7.13  -0.794
O6 3.57 3.99 -5.99  -0.227
C26 3.37 5.38 -6.21  -0.625
C27 2.33 5.93 -5.26  -0.209
O7 0.99 5.63 -5.64  -0.470
C28 0.56 4.29 -5.45  -0.545
C29 0.32 3.93 -4.00  -0.436
O8 1.55 3.67 -3.34  -0.378
C30 1.47 3.88 -1.95  -0.782
H40 5.07 3.72 -7.39  0.323
H41 4.16 2.27 -6.89  0.232
H42 3.39 3.44 -7.98  0.336
H43 3.05 5.56 -7.24  0.356
H44 4.33 5.89 -6.04  0.420
H45 2.39 7.02 -5.29  0.424
H46 2.52 5.63 -4.23  0.008
H47 1.24 3.58 -5.93  0.196
H48 -0.39 4.21 -5.98  0.431
H49 -0.29 3.02 -3.94  0.405
H50 -0.21 4.75 -3.51  0.263
H51 1.18 4.90 -1.73  0.417
H52 2.45 3.69 -1.51  0.339
H53 0.74 3.18 -1.50  0.192
C31 -2.49 -5.89 -6.54  -0.781
O9 -1.37 -6.14 -5.73  -0.246
C32 -0.98 -5.01 -4.97  -0.685
C33 -0.20 -5.43 -3.74  -0.172
O10 -1.04 -5.92 -2.68  -0.377
C34 -1.60 -7.22 -2.87  -0.405
C35 -0.59 -8.34 -2.72  -0.595
O11 0.19 -8.47 -3.90  -0.271
C36 1.44 -9.07 -3.65  -0.773
H54 -2.27 -5.11 -7.28  0.321
H55 -2.75 -6.81 -7.06  0.237
H56 -3.35 -5.59 -5.93  0.332
H57 -1.86 -4.43 -4.67  0.345
H58 -0.34 -4.38 -5.61  0.416
H59 0.28 -4.54 -3.33  0.306
H60 0.59 -6.14 -3.98  0.147
H61 -2.14 -7.28 -3.82  0.194
H62 -2.34 -7.33 -2.07  0.373
H63 -1.12 -9.29 -2.57  0.429
H64 0.05 -8.14 -1.86  0.326
H65 2.02 -8.48 -2.94  0.325
H66 1.99 -9.11 -4.59  0.237
H67 1.31 -10.09 -3.28  0.326

The charge is +1. The calculation puts the orbital gap at 7.0 eV. As for the HOMO energy: -10.749 eV.

| no. | electronic energy (Eh) |
| --- | --- |
| 1 | -5101.603699 |
| 2 | -2316.331262 |
| 3 | -7612.257302 |